DFT (ωB97M-V with the def2-TZVPD basis set) results for a molecular structure, C3H26BrF4NO13S at a distorted geometry.

Each line ends with the Löwdin charge.
Positions of all 49 atoms, in Å:
O: 2.61 -0.58 0.64  -0.253
S: 2.52 -0.70 -0.78  0.496
O: 3.26 -1.73 -1.41  -0.251
F: 3.06 0.64 -1.34  -0.127
N: 0.95 -0.79 -1.18  -0.597
Br: 0.71 -1.13 -3.01  0.982
C: 0.19 0.38 -0.69  -0.270
C: -1.31 0.31 -0.89  -0.069
C: -1.97 -1.03 -0.59  -0.615
F: -2.30 -1.69 -1.71  0.117
F: -3.16 -0.80 0.05  0.095
F: -1.26 -1.83 0.20  0.160
H: 0.43 0.59 0.35  0.095
H: 0.54 1.25 -1.24  0.118
H: -1.77 1.03 -0.21  0.130
H: -1.60 0.61 -1.89  0.118
O: 0.99 -3.67 -4.79  -0.100
H: 1.79 -3.93 -5.26  0.055
H: 0.37 -4.38 -4.99  0.056
O: -4.17 0.75 2.59  -0.045
H: -5.07 0.74 2.22  0.038
H: -3.70 0.08 2.08  0.029
O: 1.65 -0.38 -5.68  -0.133
H: 1.89 -1.20 -6.13  0.020
H: 2.44 0.16 -5.73  0.045
O: -0.23 0.13 2.56  -0.052
H: 0.31 -0.62 2.84  0.049
H: -0.25 0.70 3.34  0.029
O: 2.58 1.77 2.74  -0.055
H: 2.90 0.94 2.36  -0.012
H: 3.35 2.34 2.76  0.026
O: 5.14 2.06 1.21  -0.047
H: 5.99 1.81 0.84  0.046
H: 4.57 1.32 1.02  0.004
O: -2.10 0.99 5.15  -0.056
H: -2.26 1.93 5.08  0.025
H: -2.67 0.60 4.48  0.005
O: 3.24 -2.43 3.25  -0.053
H: 4.15 -2.26 3.51  0.035
H: 3.13 -1.95 2.42  -0.009
O: 0.05 -2.55 -7.45  -0.062
H: -0.64 -1.91 -7.67  0.043
H: 0.07 -2.55 -6.48  -0.009
O: -1.78 3.20 2.97  -0.051
H: -0.98 2.96 2.50  0.033
H: -2.40 2.48 2.76  0.005
O: -6.66 2.57 2.82  -0.053
H: -6.07 2.23 3.50  0.026
H: -6.56 3.53 2.89  0.041

Output
- E_LUMO: -0.308 eV
- Charge: 0
- Frontier orbital gap: 10.14 eV
- E: -4534.424425 Ha
- Molar mass: 472.2 g mol⁻¹

DFT (ωB97M-V with the def2-TZVPD basis set) results for a molecular structure, C2H2O5S at a distorted geometry.

Each line ends with the Löwdin charge.
Positions of all 10 atoms, in Å:
C: 0.76 -0.57 1.03  -0.490
C: -0.26 0.50 0.67  -0.074
O: 1.73 -0.46 1.80  0.131
O: -1.79 0.53 -1.44  -0.250
O: 0.59 0.95 -1.87  -0.217
O: 0.89 -1.55 0.15  0.135
O: -0.26 -1.33 -1.04  -0.119
S: -0.41 0.30 -1.12  0.637
H: -1.21 0.09 0.89  0.097
H: -0.05 1.55 0.95  0.150

Output
- E_LUMO: -2.573 eV
- Charge: 0
- Frontier orbital gap: 9.24 eV
- Relative energy (zero: lowest compared OMol25 entry of this formula, charge and spin): 27.7 kcal/mol
- E: -851.650803 Ha
- Molar mass: 138.1 g mol⁻¹

DFT (ωB97M-V with the def2-TZVPD basis set) results for a molecular structure, C6H12N2 at a distorted geometry.

Each line ends with the Löwdin charge.
Positions of all 20 atoms, in Å:
C: -1.20 -1.20 -0.51  -0.048
C: -0.01 -0.56 0.34  -0.406
C: -0.51 0.27 1.37  -0.257
C: -1.07 1.48 0.70  -0.215
C: 0.64 0.52 -0.48  -0.282
C: 1.27 -0.74 -0.46  -0.355
H: -0.99 -2.28 -0.49  0.074
H: -2.22 -0.81 -0.29  0.073
H: -0.98 -1.07 -1.67  0.111
H: -1.39 -0.34 1.83  0.139
H: 0.40 0.32 2.08  0.156
H: -1.18 2.30 1.52  0.132
H: -2.18 0.99 0.33  0.147
H: -1.07 1.68 -1.45  0.145
H: 1.11 1.06 0.39  0.130
H: 0.76 -1.31 -1.30  0.134
H: 2.95 0.25 -0.85  0.166
H: 3.34 -1.68 -0.45  0.196
N: -0.34 1.70 -0.59  -0.025
N: 2.67 -0.59 -0.01  -0.016

Output
- E_LUMO: 0.705 eV
- Charge: 0
- Frontier orbital gap: 8.96 eV
- Relative energy (zero: lowest compared OMol25 entry of this formula, charge and spin): 205.1 kcal/mol
- E: -345.001042 Ha
- Molar mass: 112.2 g mol⁻¹

Q: E of number 3 (C6H12N2)?
A: -345.001042 Ha

Q: What is the formula in the third record?
A: C6H12N2

Q: Among the records above, which one has the lowest E_LUMO?
A: C2H2O5S